Below is C29H31N6OsS as an isolated structure, with properties calculated with ωB97M-V/def2-TZVPD.

Results
Energy, a.u.: -1940.78183
HOMO (spin up / spin down), eV: -6.400 / -9.479
Charge: +1
Spin multiplicity: 5
<S²>: 6.04

Each line ends with the Mulliken charge.
Geometry (Å):
1 Os 0.002 0.907 0.566  1.40
2 C -2.498 2.858 0.829  -1.19
3 N -2.271 1.503 0.329  -0.16
4 C -2.847 0.467 1.240  -1.44
5 C -2.120 0.478 2.538  0.86
6 C -2.749 0.314 3.746  -0.56
7 C -2.021 0.191 4.930  -0.78
8 C -0.599 0.238 4.829  -0.74
9 C 0.000 0.421 3.628  -0.27
10 N -0.716 0.572 2.452  0.06
11 C -2.515 1.325 -1.100  -1.50
12 C -1.306 1.542 -1.984  1.08
13 C -1.472 1.881 -3.319  -0.83
14 C -0.374 1.960 -4.154  -0.51
15 C 0.880 1.694 -3.626  -0.81
16 C 0.982 1.367 -2.290  -0.31
17 N -0.082 1.302 -1.474  0.15
18 C -1.284 3.736 0.716  0.98
19 C -1.385 5.115 0.590  -1.07
20 C -0.233 5.879 0.597  -0.34
21 C 0.992 5.244 0.733  -0.90
22 C 1.012 3.868 0.840  -0.16
23 N -0.101 3.122 0.824  0.02
24 H -2.741 2.762 1.893  0.47
25 H -3.352 3.330 0.332  0.35
26 H -2.726 -0.486 0.711  0.47
27 H -3.916 0.626 1.415  0.38
28 H -3.832 0.262 3.761  0.42
29 H -2.516 0.055 5.880  0.40
30 H 0.025 0.133 5.706  0.42
31 H 1.078 0.461 3.535  0.45
32 H -3.316 1.984 -1.451  0.39
33 H -2.853 0.296 -1.252  0.50
34 H -2.468 2.079 -3.692  0.51
35 H -0.493 2.221 -5.197  0.44
36 H 1.772 1.739 -4.234  0.47
37 H 1.938 1.151 -1.830  0.47
38 H -2.360 5.574 0.498  0.47
39 H -0.289 6.955 0.504  0.43
40 H 1.918 5.800 0.758  0.42
41 H 1.942 3.326 0.949  0.48
42 S -0.793 -1.982 -0.709  -0.52
43 C 0.218 -2.761 -1.899  0.73
44 N -0.357 -3.561 -2.792  -0.19
45 C 0.404 -4.316 -3.790  -0.63
46 C 1.788 -4.601 -3.234  -0.63
47 C 2.437 -3.300 -2.795  -0.65
48 N 1.521 -2.581 -1.906  0.29
49 H -1.360 -3.648 -2.758  0.22
50 H 0.470 -3.741 -4.717  0.29
51 H -0.134 -5.238 -4.002  0.39
52 H 2.401 -5.090 -3.989  0.36
53 H 1.704 -5.272 -2.377  0.31
54 H 2.678 -2.675 -3.657  0.32
55 H 3.356 -3.486 -2.244  0.39
56 H 1.883 -1.993 -1.162  -0.03
57 C 0.323 -1.051 0.286  -0.81
58 C 1.284 -1.829 1.083  0.70
59 C 2.429 -1.186 1.587  -0.22
60 C 3.366 -1.860 2.352  -0.63
61 C 3.192 -3.206 2.650  -0.55
62 C 2.066 -3.861 2.168  -0.80
63 C 1.133 -3.191 1.394  -0.26
64 H 2.574 -0.134 1.358  0.29
65 H 4.236 -1.332 2.722  0.42
66 H 3.919 -3.733 3.252  0.41
67 H 1.906 -4.905 2.408  0.42
68 H 0.252 -3.719 1.048  0.45